[1]
Formula: C10H18Cl2N2
Source: the OMol25 dataset
Level of theory: wB97M-V/def2-TZVPD

Each line ends with the Löwdin charge.
CARTESIAN COORDINATES (ANGSTROEM)
C 2.072 -1.909 3.083  -0.115
C 1.090 -1.212 2.185  -0.303
C -0.385 -1.489 2.322  -0.190
C -0.829 -1.376 3.768  -0.233
N -1.212 -1.340 4.830  0.143
H 3.080 -1.952 2.668  0.074
H 1.754 -2.951 3.090  0.071
H 2.182 -1.814 4.163  0.082
H 1.214 -1.358 1.112  0.108
H 1.383 -0.169 2.306  0.097
H -0.606 -2.456 1.871  0.120
H -0.812 -0.671 1.742  0.070
C -0.994 -0.793 -2.206  -0.099
C 0.266 -0.199 -2.864  -0.258
C 0.548 -0.652 -4.302  -0.197
C -0.200 0.124 -5.279  -0.233
N -0.814 0.672 -6.076  0.142
H -0.968 -1.880 -2.128  0.079
H -1.888 -0.348 -2.643  0.073
H -1.089 -0.334 -1.222  0.040
H 1.083 -0.657 -2.307  0.094
H 0.398 0.867 -2.677  0.110
H 0.264 -1.694 -4.445  0.119
H 1.623 -0.750 -4.455  0.117
Cl -2.391 2.667 -0.501  0.589
C -1.366 3.573 0.587  -0.709
C -0.289 2.682 1.270  -0.648
Cl -1.110 1.985 2.654  0.605
H -1.847 4.254 1.289  0.072
H -0.784 4.271 -0.015  0.063
H 0.687 3.059 1.574  0.077
H -0.061 1.850 0.605  0.039

As for the spin multiplicity: 1. The energy relative to the best compared isomer or geometry (same formula, charge and spin) is 29.2 kcal/mol. The charge is 0. As for the largest force on an atom: 3.90 eV/A. The LUMO energy comes out at 0.3 eV. Its HOMO energy is -10.86 eV. The frontier orbital gap comes out at 11.18 eV. The SMILES is CCCC#N.CCCC#N.ClCCCl.

---

[2]
Formula: C10H18ClFeIN2O2P
Source: the OMol25 dataset
Level of theory: wB97M-V/def2-TZVPD

Each line ends with the Mulliken spin population.
CARTESIAN COORDINATES (ANGSTROEM)
C -0.986 -2.762 -0.887  0.090
C 0.168 -1.848 -0.615  0.019
H -0.614 -3.768 -1.124  -0.005
H -1.599 -2.397 -1.722  0.006
H -1.638 -2.821 -0.007  -0.001
O 1.328 -2.213 -0.633  0.203
I 0.259 2.614 0.631  0.785
Fe -0.223 0.180 0.085  3.584
P 0.052 0.705 -2.115  -0.104
C 1.691 1.189 -2.740  0.002
C -0.483 -0.470 -3.394  0.002
H -1.937 2.091 -2.092  -0.002
H -1.071 2.184 -3.654  -0.002
H -0.459 3.092 -2.236  0.001
C -0.952 2.170 -2.563  0.004
H -1.529 -0.747 -3.231  -0.004
H -0.394 0.029 -4.366  0.000
H 1.594 1.500 -3.789  -0.004
H 2.377 0.337 -2.685  0.004
H 0.147 -1.365 -3.390  0.003
H 2.102 2.017 -2.154  -0.003
C 1.676 0.407 0.127  0.066
O 2.804 0.168 0.304  -0.025
Cl -2.362 0.082 -0.202  0.367
C 0.129 -0.022 5.504  0.000
N 0.038 -0.551 4.146  0.005
C -0.219 -1.874 3.795  0.006
C -0.254 -1.916 2.427  0.003
N -0.029 -0.625 1.936  -0.006
C 0.168 0.161 3.009  0.007
H -0.800 -0.209 6.056  0.000
H 0.962 -0.483 6.047  0.000
H 0.295 1.056 5.447  0.000
H -0.351 -2.660 4.519  0.000
H -0.410 -2.767 1.786  0.005
H 0.385 1.223 3.018  -0.007

As for the spin multiplicity: 6. The energy relative to the best compared isomer or geometry (same formula, charge and spin) is 21.1 kcal/mol. The charge is +2. As for the largest force on an atom: 8.57 eV/A. The LUMO energy (spin up / spin down) comes out at -9.5 / -11.5 eV. The expectation value of S² is 8.853. Its HOMO energy (spin up / spin down) is -15.59 / -16.18 eV. The frontier orbital gap (spin up / spin down) comes out at 6.07 / 4.72 eV.

---

[3]
Formula: C10H18ClFeIN2O2P
Source: the OMol25 dataset
Level of theory: wB97M-V/def2-TZVPD

Each line ends with the Mulliken spin population.
CARTESIAN COORDINATES (ANGSTROEM)
C 0.312 -1.546 -0.878  0.023
C 1.377 -0.705 -1.603  -0.072
H 0.793 -2.316 -0.281  -0.003
H -0.358 -2.042 -1.596  -0.004
H -0.265 -0.923 -0.198  -0.004
O 2.275 -1.277 -2.290  0.543
I 2.106 0.999 -0.418  0.231
Fe -2.855 -0.747 1.176  3.604
P 0.397 0.559 -2.912  0.210
C 1.732 1.250 -3.920  0.015
C -0.588 -0.621 -3.864  0.023
H -1.497 1.249 -1.546  0.000
H -1.217 2.330 -2.933  0.010
H -0.177 2.437 -1.473  -0.003
C -0.720 1.752 -2.137  0.019
H -1.573 -0.779 -3.404  -0.001
H -0.737 -0.220 -4.875  0.010
H 1.415 1.240 -4.974  0.001
H 2.626 0.619 -3.785  0.002
H -0.072 -1.590 -3.930  -0.002
H 1.939 2.283 -3.614  -0.003
C 1.701 -0.985 2.019  0.002
O 2.444 -1.031 2.889  0.000
Cl -3.389 1.150 0.350  0.154
C 0.417 0.007 5.305  -0.003
N -0.401 -0.576 4.225  0.019
C -0.569 -1.943 4.015  -0.022
C -1.394 -2.099 2.954  0.114
N -1.720 -0.804 2.506  0.038
C -1.054 0.100 3.290  0.102
H -0.145 0.040 6.249  0.001
H 1.306 -0.613 5.459  0.000
H 0.709 1.026 5.028  0.000
H -0.103 -2.681 4.655  0.000
H -1.782 -3.010 2.535  -0.002
H -1.072 1.175 3.214  -0.003

As for the spin multiplicity: 6. The energy relative to the best compared isomer or geometry (same formula, charge and spin) is 0.0 kcal/mol. The charge is +2. As for the largest force on an atom: 4.67 eV/A. The LUMO energy (spin up / spin down) comes out at -6.8 / -9.2 eV. The expectation value of S² is 8.779. Its HOMO energy (spin up / spin down) is -15.66 / -15.78 eV. The frontier orbital gap (spin up / spin down) comes out at 8.84 / 6.59 eV.